[1]
The following is a quantum chemistry calculation of the molecule C4H7NO2 at a distorted geometry, from the Open Molecules 2025 dataset.

XYZ file:
```
14
Properties=species:S:1:pos:R:3:forces:R:3
N -2.07377 -0.48511 -0.53217 1.362 6.272 17.943
C -0.82609 0.21594 -0.42074 0.165 3.150 -3.172
C -0.43278 1.02036 0.82434 -0.636 1.375 -2.000
C 0.42729 -0.17696 0.43918 -1.877 10.488 -5.648
C 1.69661 0.09735 -0.14309 3.268 5.148 -2.666
O 1.96095 1.20823 -0.71944 -0.404 -4.781 2.344
O 2.66091 -0.91771 0.03877 3.191 8.812 -0.262
H -2.08581 -0.94819 -1.22087 -0.300 -8.952 -11.919
H -2.05041 -1.10756 0.50459 -0.937 1.635 -4.346
H -0.81464 0.74559 -1.53702 1.324 -1.129 3.103
H -1.31607 0.83837 1.54311 2.056 0.913 -0.480
H 0.18934 2.12444 0.48899 -2.282 -3.538 1.647
H 0.47728 -0.99572 0.76718 -0.582 -11.536 5.814
H 2.18720 -1.61901 -0.03283 -4.347 -7.857 -0.359
```
Forces are in eV/Å.

Computed properties:
- energy (a.u.) = -361.63258
- HOMO energy (eV) = -9.4
- SMILES = N[C@H]1C[C@@H]1C(=O)O
- Kohn-Sham gap (eV) = 9.94



[2]
The following is a quantum chemistry calculation of the molecule C4H7NO2 at a distorted geometry, from the Open Molecules 2025 dataset.

XYZ file:
```
14
Properties=species:S:1:pos:R:3:forces:R:3
C -1.37556 -1.00199 0.09661 0.118 0.170 -0.027
C -0.34019 -0.27754 -0.76765 -0.003 2.481 1.120
C -0.03410 1.23934 -0.04810 -0.582 -2.336 -1.311
N 1.12241 0.99040 0.78690 1.475 -2.842 -1.179
C 1.73945 -0.45811 0.34720 -2.072 0.388 -0.379
O 2.58162 -1.13842 0.85459 -1.419 1.965 -1.055
O 0.89026 -0.95332 -0.76993 1.585 1.137 2.104
H -1.02404 -0.96055 1.13485 -0.152 -0.048 -0.078
H -1.54676 -2.05806 -0.14925 0.237 0.323 -0.225
H -2.33508 -0.47628 0.03510 0.135 -0.082 0.042
H -0.68525 0.00538 -1.76791 0.250 -0.755 -0.012
H -0.97091 1.40510 0.49549 0.490 0.381 0.234
H 0.11981 2.02133 -0.81819 -0.043 -0.479 0.421
H 1.85835 1.66273 0.57031 -0.019 -0.302 0.345
```
Forces are in eV/Å.

Computed properties:
- energy (a.u.) = -361.82157
- HOMO energy (eV) = -10.3
- SMILES = C[C@H]1CNC(=O)O1
- Kohn-Sham gap (eV) = 11.10



[3]
The following is a quantum chemistry calculation of the molecule C4H7NO2, from the Open Molecules 2025 dataset.

XYZ file:
```
14
Properties=species:S:1:pos:R:3:forces:R:3
N -1.26206 -1.35818 -0.70103 -0.193 0.025 0.074
C -0.39491 -0.55585 0.09852 -0.091 0.157 0.013
O 0.32962 -1.38029 0.92735 0.129 0.118 0.070
C -0.69594 0.83397 0.51510 -0.112 -0.005 0.120
C 0.30989 0.62508 -0.61850 0.198 0.060 -0.160
C 1.73793 0.75341 -0.32906 0.104 -0.056 0.261
O 2.21134 0.63490 0.79136 -0.190 0.036 -0.410
H -2.04474 -0.81722 -1.05156 0.062 -0.073 0.033
H -1.62417 -2.10910 -0.12045 0.011 0.070 -0.081
H 1.02990 -0.84261 1.33779 -0.021 -0.116 -0.023
H -0.25892 1.18088 1.44828 -0.043 -0.082 -0.098
H -1.64768 1.28829 0.25292 0.147 -0.114 -0.038
H -0.00901 0.83083 -1.63561 0.063 -0.072 0.129
H 2.40707 0.89683 -1.19851 -0.064 0.051 0.111
```
Forces are in eV/Å.

Computed properties:
- energy (a.u.) = -361.81086
- HOMO energy (eV) = -9.0
- SMILES = N[C@]1(O)C[C@H]1C=O
- Kohn-Sham gap (eV) = 9.77



[4]
The following is a quantum chemistry calculation of the molecule C4H7NO2 at a distorted geometry, from the Open Molecules 2025 dataset.

XYZ file:
```
14
Properties=species:S:1:pos:R:3:forces:R:3
C -0.64419 0.55944 -1.99360 -1.053 -0.625 -0.120
C 0.49377 0.00259 1.44442 2.147 -1.123 -0.791
C 0.49672 0.70379 0.12989 -0.697 2.869 0.410
C 1.11411 -1.38564 1.25415 2.883 0.930 1.118
N -0.60477 0.34230 -0.75078 -1.150 -1.893 0.930
O -1.57388 -0.33446 -0.21792 0.414 -0.169 0.505
O 0.33201 -2.17477 0.65060 -0.118 -0.983 -0.167
H -1.47940 0.04151 -2.42289 -0.151 0.354 -0.750
H 1.07980 0.57985 2.14061 -0.005 0.055 0.324
H -0.46399 -0.20305 1.73284 -2.797 0.269 1.300
H 0.28236 1.80427 0.30409 0.868 -1.043 -0.158
H 1.41896 0.52575 -0.37814 0.648 0.249 -0.523
H 0.01987 1.21491 -2.43239 1.396 0.966 -1.029
H -0.47136 -1.67650 0.53914 -2.386 0.144 -1.048
```
Forces are in eV/Å.

Computed properties:
- energy (a.u.) = -361.64999
- HOMO energy (eV) = -8.0
- Kohn-Sham gap (eV) = 8.31



[5]
The following is a quantum chemistry calculation of the molecule C4H7NO2, from the Open Molecules 2025 dataset.

XYZ file:
```
14
Properties=species:S:1:pos:R:3:forces:R:3
H 2.49643 1.68554 0.12621 0.069 -0.074 -0.038
N 2.50354 0.74289 -0.26551 -0.277 -0.107 0.101
C 1.41261 0.16659 -0.01796 0.338 0.011 0.031
C 1.00834 -1.23331 -0.39984 0.210 -0.058 -0.068
O -0.40163 -1.20864 -0.29914 -0.083 -0.042 -0.020
C -0.76797 -0.14183 0.54466 -0.419 0.161 0.076
C -1.88531 0.66186 -0.07810 -0.096 -0.017 0.005
O 0.37522 0.69923 0.67955 0.166 0.051 -0.133
H 1.30081 -1.48974 -1.41920 -0.031 0.088 0.124
H 1.45391 -1.96277 0.29202 -0.058 0.121 -0.051
H -1.02962 -0.51214 1.54587 0.080 0.014 -0.102
H -2.05162 1.57738 0.49547 0.029 -0.133 -0.034
H -2.81624 0.09208 -0.10425 0.113 -0.026 0.004
H -1.59847 0.92285 -1.09978 -0.041 0.009 0.104
```
Forces are in eV/Å.

Computed properties:
- energy (a.u.) = -361.83810
- HOMO energy (eV) = -10.2
- SMILES = [H]/N=C1/CO[C@H](C)O1
- Kohn-Sham gap (eV) = 11.12



[6]
The following is a quantum chemistry calculation of the molecule C4H7NO2, from the Open Molecules 2025 dataset.

XYZ file:
```
14
Properties=species:S:1:pos:R:3:forces:R:3
O -1.64421 -0.46945 1.13109 0.167 -0.124 0.193
C -0.98407 0.03154 -0.01856 0.061 0.141 -0.317
C -0.16912 -1.05297 -0.73818 -0.193 -0.028 -0.046
N 1.25004 -1.10878 -0.42695 0.120 0.383 0.144
C 1.80811 0.00157 -0.20390 0.125 -0.313 0.016
O 1.23390 1.21996 -0.10663 0.089 -0.048 -0.234
C -0.11918 1.25437 0.35004 -0.158 0.087 0.241
H -0.97473 -0.87605 1.69919 -0.166 0.033 -0.027
H -1.79174 0.35138 -0.68069 0.023 -0.042 0.097
H -0.25251 -0.92191 -1.82484 -0.030 0.029 0.122
H -0.62310 -2.01963 -0.50103 0.038 0.113 -0.075
H 2.88775 0.06766 -0.09329 -0.046 0.004 0.023
H -0.53411 2.19028 -0.03013 0.028 -0.177 -0.015
H -0.08704 1.33204 1.44386 -0.057 -0.059 -0.121
```
Forces are in eV/Å.

Computed properties:
- energy (a.u.) = -361.81849
- HOMO energy (eV) = -9.7
- SMILES = O[C@@H]1CN=COC1
- Kohn-Sham gap (eV) = 10.55



[7]
The following is a quantum chemistry calculation of the molecule C4H7NO2 at a distorted geometry, from the Open Molecules 2025 dataset.

XYZ file:
```
14
Properties=species:S:1:pos:R:3:forces:R:3
C -0.45275 -0.21420 -1.66230 -0.083 0.013 -0.168
C -0.49813 -0.51064 -0.18284 0.152 -0.397 -0.396
C 0.87831 -0.49269 0.45787 -0.036 -1.996 -0.195
N 0.95753 0.79224 1.17613 -0.092 -1.300 1.327
C -0.36800 1.35092 1.16126 -0.156 -0.143 0.513
O -0.74250 2.38070 1.64045 0.554 -0.662 -0.252
O -1.22346 0.50778 0.50639 0.180 0.171 -0.131
H 0.06969 0.73098 -1.84868 -0.061 -0.134 0.035
H -1.46469 -0.13809 -2.06244 0.079 0.002 -0.035
H 0.07905 -1.01854 -2.17973 -0.080 0.107 0.007
H -0.97213 -1.46847 0.03226 -0.244 0.109 -0.187
H 1.75975 -0.66578 -0.14800 -0.184 0.041 -0.586
H 0.92655 -1.30377 1.28359 -0.101 0.201 -1.631
H 1.01464 -0.01010 1.88227 0.070 3.987 1.700
```
Forces are in eV/Å.

Computed properties:
- energy (a.u.) = -361.80291
- HOMO energy (eV) = -10.6
- SMILES = C[C@H]1CNC(=O)O1
- Kohn-Sham gap (eV) = 11.17



[8]
The following is a quantum chemistry calculation of a cluster of 2 separate species, C4H7NO2 in total at a distorted geometry, from the Open Molecules 2025 dataset.

XYZ file:
```
14
Properties=species:S:1:pos:R:3:forces:R:3
C -1.66682 0.14977 0.01363 -2.166 4.752 -0.263
C -0.28002 0.06883 0.48373 1.634 0.420 1.054
C 0.68641 1.26184 -0.03283 5.165 -11.545 7.292
C 1.63051 0.00025 -0.42504 0.233 -2.091 5.347
H -2.06760 -1.26977 -1.15019 -0.913 0.490 4.597
H -0.20953 -0.07077 1.66021 -0.419 0.479 -2.134
H 0.83160 1.58596 0.90515 1.642 2.756 2.466
H 0.21509 1.70039 -0.64192 -5.711 6.773 -8.812
H 2.03988 -0.11180 -1.39260 1.088 0.141 -0.632
H 2.42076 -0.57506 0.73049 -1.076 2.709 -3.515
H 0.39678 -1.95898 0.40665 1.682 3.750 -2.703
N 0.51695 -0.94452 -0.22582 -3.126 -2.690 1.614
O -2.22591 -1.04273 -0.05179 -0.323 -2.604 -5.227
O -2.28810 1.20659 -0.27968 2.291 -3.338 0.918
```
Forces are in eV/Å.

Computed properties:
- energy (a.u.) = -361.62130
- HOMO energy (eV) = -8.9
- Kohn-Sham gap (eV) = 9.32



[9]
The following is a quantum chemistry calculation of a structure of composition C4H7NO2S at a distorted geometry, from the Open Molecules 2025 dataset.

XYZ file:
```
15
Properties=species:S:1:pos:R:3:forces:R:3
C -0.41284 -0.30544 0.51508 1.453 1.260 1.793
N 0.99077 -0.88493 0.66103 1.271 -2.901 1.054
C 1.56189 -0.36138 2.56707 0.672 2.891 2.510
O 0.60694 -0.00492 3.26729 0.751 -0.573 -1.107
O 2.78018 -0.40002 2.70496 -0.803 -0.459 -0.539
C -1.12182 -0.40443 -0.82665 1.020 1.755 0.191
C -0.56228 0.64075 -1.79986 -1.286 0.154 -0.812
S -1.59491 0.71446 -3.37008 0.624 -0.196 0.075
H 0.32060 0.49115 0.83369 -3.398 2.251 -1.070
H -1.17732 -0.46733 1.27504 0.473 -0.668 0.569
H 1.18520 -1.21994 1.69191 -1.351 -2.354 -2.529
H -1.12152 -1.40895 -1.21988 0.186 -0.435 -0.310
H -2.16517 -0.09649 -0.69109 0.042 -0.305 0.162
H 0.51507 0.52284 -1.92198 -0.043 -0.095 -0.328
H -0.75852 1.63745 -1.38507 0.388 -0.325 0.339
```
Forces are in eV/Å.

Computed properties:
- energy (a.u.) = -759.86125
- net charge = -2
- HOMO energy (eV) = 0.3
- Kohn-Sham gap (eV) = 5.72



Short version: relative energy (zero: lowest compared OMol25 entry of this formula, charge and spin) = 155.8, 37.2, 43.9, 144.9, 26.8, 39.1, 48.9, 162.9, 126.6 kcal per mole, in the order given.
Short version: E_LUMO = 0.5, 0.8, 0.8, 0.3, 0.9, 0.8, 0.6, 0.4, 6.1 eV, in the order given.